No. 1
This record from the OMol25 dataset describes a cluster of 2 separate species, C3H3O3S in total. The level of theory is ωB97M-V/def2-TZVPD.

ORCA input file:
```
! RIJCOSX wB97M-V def2-TZVPD def2/J DEFGRID3
* xyz -1 1
C 1.2235 0.0810 -0.5144
C 0.3582 -0.8261 -0.8596
C -1.8007 -0.2126 1.1996
O -1.3254 -0.4085 2.2809
O -1.3297 -0.2706 0.0119
O -3.0209 0.4397 1.1117
S 0.0189 -2.0842 -1.7676
H 2.0974 0.1983 -1.0712
H 0.8586 0.6997 0.2651
H -2.9775 0.5444 0.1318
*
```

Computed properties:
- LUMO: 3.5515 eV


No. 2
This record from the OMol25 dataset describes the ion C3H3O3S with charge -1. The level of theory is ωB97M-V/def2-TZVPD.

ORCA input file:
```
! RIJCOSX wB97M-V def2-TZVPD def2/J DEFGRID3
* xyz -1 1
C -0.6972 -0.4122 0.0558
C -0.0321 -0.7722 0.9777
C -1.6648 -0.0057 -0.9086
O 1.9574 0.2124 -0.6146
O 2.4212 1.3856 1.4673
O 1.2826 -0.9958 1.7068
S 2.4866 0.1109 0.7512
H -1.0713 0.7814 -1.6161
H -2.0632 -0.8918 -1.3916
H -2.6192 0.5875 -0.4279
*
```

Computed properties:
- LUMO: 3.8954 eV


No. 3
This record from the OMol25 dataset describes a cluster of 2 separate species, C3H3O3S in total. The level of theory is ωB97M-V/def2-TZVPD.

ORCA input file:
```
! RIJCOSX wB97M-V def2-TZVPD def2/J DEFGRID3
* xyz -1 1
C 2.4123 -0.7721 0.0115
C 0.4794 1.1765 0.2822
C -1.4864 -0.2966 0.0228
O 2.5882 -0.8643 1.1130
O 2.3929 -0.8123 -1.1307
O -0.2098 0.0747 0.4594
S -0.2899 2.5262 -0.3846
H -1.7864 -0.3944 -1.0369
H -2.2723 0.5785 0.1773
H -1.8280 -1.2161 0.4859
*
```

Computed properties:
- LUMO: 3.6317 eV


No. 4
This record from the OMol25 dataset describes the ion C3H3O4 with charge -1. The level of theory is ωB97M-V/def2-TZVPD.

ORCA input file:
```
! RIJCOSX wB97M-V def2-TZVPD def2/J DEFGRID3
* xyz -1 1
C -0.8649 0.1282 -0.8043
C 0.2145 0.3712 0.2995
C 1.1369 -0.8177 0.4414
O 2.3403 -0.6409 0.1984
O 0.4929 -1.8596 0.5951
O 0.4025 1.7062 0.5875
O -0.3584 0.9118 1.4660
H -1.6986 0.8536 -0.6553
H -1.1904 -0.8060 -0.3552
H -0.4749 0.1533 -1.7730
*
```

Computed properties:
- SMILES: CC1(C(=O)[O-])OO1
- LUMO: 4.2410 eV


Summary of relative energy (zero: lowest compared OMol25 entry of this formula, charge and spin) in kJ/mol
83.1, 312.8, 194.9, 297.3
(order as listed above)